1.
{
  "formula": "C27H57BNO14S5",
  "method": "the ωB97M-V functional and the def2-TZVPD basis",
  "total_charge": 1,
  "homo_lumo_gap_ev": 9.0,
  "homo_energy_ev": -11.40,
  "multiplicity": 1,
  "lumo_ev": -2.392,
  "elements": ["O", "O", "C", "C", "C", "C", "C", "C", "B", "O", "O", "N", "C", "H", "H", "H", "H", "H", "H", "H", "H", "H", "H", "H", "H", "H", "H", "H", "H", "H", "C", "C", "C", "S", "O", "O", "C", "H", "H", "H", "H", "H", "H", "H", "H", "C", "C", "C", "S", "O", "O", "C", "H", "H", "H", "H", "H", "H", "H", "H", "C", "C", "C", "S", "O", "O", "C", "H", "H", "H", "H", "H", "H", "H", "H", "C", "C", "C", "S", "O", "O", "C", "H", "H", "H", "H", "H", "H", "H", "H", "C", "C", "C", "S", "O", "O", "C", "H", "H", "H", "H", "H", "H", "H", "H"],
  "positions_angstrom": [[-2.35, 2.24, -0.68], [-2.99, 1.78, 0.52], [-2.40, 2.39, 1.66], [-1.76, 1.33, 2.58], [-0.24, 1.37, 2.58], [0.34, 2.59, 3.32], [-0.55, 3.10, 4.44], [0.19, 3.80, 5.56], [0.95, 5.11, 5.07], [1.85, 5.74, 5.84], [0.63, 5.60, 3.83], [-1.28, 1.87, 4.98], [-2.32, 1.39, 4.01], [-1.46, 1.85, -0.61], [-1.67, 3.12, 1.32], [-3.19, 2.94, 2.18], [-2.04, 0.35, 2.18], [0.14, 0.46, 3.04], [0.14, 1.37, 1.57], [0.53, 3.41, 2.63], [1.31, 2.31, 3.74], [-1.35, 3.73, 4.05], [0.87, 3.11, 6.06], [-0.52, 4.14, 6.32], [1.85, 5.47, 6.76], [0.80, 6.54, 3.79], [-0.59, 1.14, 5.18], [-1.73, 2.12, 5.86], [-3.14, 2.10, 4.09], [-2.68, 0.43, 4.35], [1.88, 4.43, 12.20], [2.83, 3.40, 11.58], [2.18, 2.91, 10.28], [1.16, 4.27, 9.70], [-0.22, 3.86, 9.70], [1.71, 4.82, 8.47], [1.48, 5.37, 11.07], [2.35, 4.98, 13.01], [1.00, 3.94, 12.60], [3.79, 3.87, 11.35], [3.02, 2.57, 12.25], [2.90, 2.67, 9.50], [1.51, 2.06, 10.44], [0.58, 5.95, 11.26], [2.29, 6.03, 10.77], [-1.21, -3.61, -1.36], [-1.43, -2.39, -2.27], [-1.25, -1.14, -1.40], [-0.10, -1.59, -0.10], [-0.78, -1.51, 1.18], [1.14, -0.88, -0.25], [0.06, -3.31, -0.57], [-1.10, -4.53, -1.93], [-2.05, -3.73, -0.68], [-0.69, -2.38, -3.07], [-2.41, -2.40, -2.73], [-0.83, -0.30, -1.95], [-2.19, -0.84, -0.92], [0.19, -3.91, 0.33], [0.95, -3.38, -1.20], [-1.34, 3.74, -6.22], [-2.12, 4.22, -4.99], [-2.22, 3.03, -4.02], [-0.76, 2.02, -4.33], [-1.19, 0.73, -4.81], [0.13, 2.08, -3.19], [-0.12, 3.00, -5.68], [-1.05, 4.57, -6.87], [-1.96, 3.06, -6.81], [-1.59, 5.04, -4.51], [-3.12, 4.58, -5.26], [-2.22, 3.33, -2.97], [-3.09, 2.41, -4.22], [0.35, 2.33, -6.40], [0.62, 3.69, -5.26], [0.98, -2.11, -7.04], [-0.41, -2.15, -6.39], [-1.35, -2.88, -7.35], [-0.32, -4.04, -8.26], [-0.33, -3.69, -9.66], [-0.63, -5.38, -7.85], [1.24, -3.53, -7.53], [1.75, -1.80, -6.34], [0.99, -1.41, -7.88], [-0.34, -2.70, -5.45], [-0.78, -1.15, -6.16], [-2.11, -3.46, -6.83], [-1.82, -2.22, -8.07], [2.02, -3.62, -8.29], [1.43, -4.20, -6.70], [2.69, -8.26, -4.39], [1.82, -8.13, -5.65], [0.49, -7.49, -5.23], [0.87, -6.47, -3.80], [0.18, -7.00, -2.64], [0.74, -5.07, -4.13], [2.60, -6.91, -3.69], [3.72, -8.51, -4.64], [2.29, -9.04, -3.74], [2.32, -7.49, -6.38], [1.64, -9.10, -6.12], [0.06, -6.85, -6.00], [-0.24, -8.23, -4.91], [2.89, -6.93, -2.64], [3.16, -6.14, -4.22]],
  "mulliken_charge": [-0.2679, -0.3624, -1.0358, 1.2133, -1.2828, -0.7083, 0.3448, -1.3841, 0.6509, -0.5600, -0.5906, 0.0335, -1.3884, 0.3205, 0.5596, 0.2378, 0.5390, 0.3850, 0.3587, 0.4377, 0.3735, 0.1165, 0.3702, 0.3898, 0.5383, 0.3159, 0.4580, 0.4460, 0.3416, 0.3475, -0.5636, -0.6778, -0.6770, 1.2301, -0.7183, -0.8680, -0.7810, 0.3524, 0.2975, 0.3130, 0.3311, 0.3694, 0.3987, 0.4094, 0.3747, -0.6336, -0.4384, -0.0753, 1.2638, -0.6795, -0.7277, -0.9170, 0.2413, 0.3531, 0.0102, 0.6093, -0.1545, 0.3174, 0.5268, 0.3149, -0.5668, -0.7613, -0.4571, 1.2032, -0.6243, -0.7106, -0.8083, 0.3845, 0.2647, 0.3188, 0.3578, 0.1780, 0.4285, 0.3892, 0.3587, -0.8809, 0.4070, -0.8245, 1.1145, -0.6834, -0.6527, -0.3902, 0.4016, 0.3352, -0.2816, 0.2053, 0.3772, 0.3839, 0.5050, 0.0004, -0.6011, -0.5832, -0.4791, 1.1372, -0.7190, -0.5453, -0.7779, 0.3613, 0.3049, 0.2573, 0.3532, 0.1212, 0.4118, 0.4212, 0.3665]
}

=====

2.
{
  "formula": "C27H57Be2F4N4O7S2",
  "method": "the ωB97M-V functional and the def2-TZVPD basis",
  "homo_lumo_gap_ev": [5.1, 5.0],
  "homo_energy_ev": [-7.73, -7.73],
  "multiplicity": 2,
  "lumo_ev": [-2.634, -2.691],
  "elements": ["Be", "Be", "F", "F", "N", "S", "O", "O", "F", "S", "O", "O", "F", "C", "C", "C", "C", "C", "C", "N", "O", "C", "C", "C", "H", "H", "H", "H", "H", "H", "H", "H", "H", "H", "H", "H", "H", "H", "H", "H", "H", "H", "H", "C", "C", "C", "C", "C", "C", "N", "O", "C", "C", "C", "H", "H", "H", "H", "H", "H", "H", "H", "H", "H", "H", "H", "H", "H", "H", "H", "H", "H", "H", "C", "C", "C", "C", "C", "C", "N", "O", "C", "C", "C", "H", "H", "H", "H", "H", "H", "H", "H", "H", "H", "H", "H", "H", "H", "H", "H", "H", "H", "H"],
  "positions_angstrom": [[-2.32, -9.58, 20.04], [0.37, -11.90, 18.06], [-1.44, -10.21, 17.88], [-0.41, -11.04, 20.54], [-4.65, -10.04, 19.89], [-5.55, -10.76, 18.61], [-6.27, -9.80, 17.78], [-6.09, -12.13, 18.61], [-4.17, -11.01, 17.76], [-5.87, -10.15, 20.77], [-6.25, -11.46, 21.37], [-6.86, -9.09, 20.72], [-5.02, -9.59, 22.01], [-2.25, -7.61, 13.13], [-2.25, -9.16, 13.21], [-2.74, -9.63, 14.58], [-3.34, -11.09, 14.44], [-4.53, -11.06, 13.40], [-3.97, -10.73, 11.99], [-2.98, -9.59, 12.05], [-2.68, -9.03, 10.87], [-3.37, -12.04, 11.31], [-5.25, -10.33, 11.26], [-0.81, -9.63, 12.98], [-1.74, -7.32, 12.21], [-1.69, -7.18, 13.96], [-3.25, -7.18, 13.17], [-1.96, -9.67, 15.35], [-3.53, -9.04, 15.04], [-3.89, -11.45, 15.31], [-2.63, -11.86, 14.12], [-5.43, -10.55, 13.76], [-4.76, -12.12, 13.46], [-2.75, -11.80, 10.44], [-2.57, -12.47, 11.92], [-4.08, -12.82, 11.02], [-5.71, -9.40, 11.60], [-4.98, -9.83, 10.33], [-5.90, -11.18, 11.05], [-0.86, -10.67, 12.64], [-0.18, -9.53, 13.86], [-0.26, -9.17, 12.15], [-1.94, -9.49, 10.47], [-3.19, -14.95, 16.84], [-2.02, -14.47, 17.70], [-1.88, -15.53, 18.85], [-1.23, -16.84, 18.53], [0.11, -16.48, 17.86], [0.12, -15.46, 16.66], [-0.67, -14.23, 17.05], [-0.74, -13.27, 16.02], [1.53, -14.97, 16.47], [-0.30, -16.16, 15.32], [-2.46, -13.21, 18.48], [-4.19, -14.98, 17.28], [-3.09, -15.95, 16.43], [-3.29, -14.15, 16.11], [-1.30, -15.24, 19.73], [-2.88, -15.70, 19.26], [-1.95, -17.33, 17.87], [-1.21, -17.49, 19.41], [0.21, -17.53, 17.58], [0.98, -16.47, 18.52], [2.22, -15.81, 16.39], [1.70, -14.26, 15.67], [1.71, -14.50, 17.44], [-0.57, -15.49, 14.51], [0.53, -16.72, 14.89], [-1.27, -16.66, 15.43], [-1.69, -12.77, 19.11], [-3.48, -13.33, 18.83], [-2.51, -12.52, 17.63], [-1.35, -13.61, 15.37], [0.64, -8.22, 21.58], [0.29, -7.17, 20.54], [1.15, -7.59, 19.36], [0.95, -7.00, 17.97], [-0.57, -6.92, 17.58], [-1.50, -6.60, 18.84], [-1.11, -7.28, 20.09], [-1.98, -7.24, 21.14], [-1.62, -5.11, 18.93], [-2.82, -7.14, 18.34], [0.82, -5.87, 21.04], [1.71, -8.44, 21.51], [0.00, -9.10, 21.60], [0.47, -8.03, 22.63], [2.23, -7.60, 19.54], [1.06, -8.67, 19.19], [1.45, -7.56, 17.17], [1.43, -6.03, 17.96], [-0.82, -7.84, 17.04], [-0.56, -6.29, 16.70], [-0.74, -4.80, 19.49], [-1.61, -4.66, 17.94], [-2.49, -4.70, 19.45], [-3.18, -6.58, 17.48], [-2.74, -8.12, 17.87], [-3.53, -7.05, 19.16], [0.25, -5.43, 21.86], [1.05, -5.05, 20.37], [1.87, -6.06, 21.30], [-1.87, -6.32, 21.39]],
  "lowdin_spin": [0.0139, 0.6534, 0.0730, 0.0497, 0.0007, 0.0005, 0.0001, 0.0000, 0.0005, 0.0003, 0.0001, 0.0001, 0.0001, 0.0000, 0.0000, 0.0002, 0.0001, 0.0000, 0.0000, 0.0000, 0.0000, 0.0000, 0.0000, 0.0001, 0.0000, 0.0000, 0.0000, 0.0002, 0.0000, 0.0000, 0.0000, 0.0000, 0.0000, 0.0000, 0.0000, 0.0000, 0.0000, 0.0000, 0.0000, 0.0000, 0.0000, 0.0000, 0.0000, 0.0021, 0.0034, 0.0001, 0.0000, 0.0000, 0.0043, 0.0697, 0.0511, 0.0167, 0.0034, 0.0103, 0.0001, 0.0001, 0.0000, -0.0001, 0.0000, 0.0000, 0.0000, 0.0000, -0.0001, 0.0001, 0.0014, 0.0198, 0.0000, 0.0002, 0.0002, 0.0119, 0.0002, 0.0006, -0.0003, 0.0006, 0.0004, 0.0016, 0.0003, 0.0002, 0.0002, 0.0013, 0.0002, 0.0001, 0.0007, 0.0003, 0.0000, 0.0005, 0.0000, 0.0000, 0.0045, 0.0002, 0.0000, 0.0001, 0.0000, 0.0000, 0.0000, 0.0000, 0.0000, 0.0005, 0.0000, 0.0000, 0.0000, 0.0000, 0.0000]
}

=====

Question: Which of these has the highest multiplicity?
Answer: C27H57Be2F4N4O7S2

=====

Question: multiplicity of number 2 (C27H57Be2F4N4O7S2)?
Answer: 2